96
Properties=species:S:1:pos:R:3:forces:R:3 method="wB97M-V/def2-TZVPD" relative_energy_kj_mol=308.2 lumo_energy_ev="-1.69 / -1.68" total_charge=0 e_tot_ha=-6670.639641 homo_ev="-5.7 / -5.7"
Ta 0.56705 0.03008 -3.35868 -0.9 1.5 2.1
O -0.32103 1.38200 -2.52327 0.1 -0.2 -0.2
C -0.40740 2.81241 -2.60974 0.0 0.3 0.0
O -0.47207 0.16832 -4.87788 1.6 -0.1 -1.0
C 0.15551 -0.39821 -6.03925 -0.5 -0.2 -0.4
H 0.07094 3.13137 -3.54491 -0.1 0.0 0.2
H 0.11898 3.21709 -1.73755 -0.3 -0.1 -0.1
H -1.46682 3.09554 -2.61201 0.4 -0.1 0.1
H 0.16756 0.37776 -6.80684 0.1 -0.1 0.0
H -0.47584 -1.23334 -6.35146 0.3 0.0 -0.1
H 1.18902 -0.73735 -5.85852 -0.3 0.0 -0.1
C -2.95272 1.02978 -3.56028 -0.2 -0.3 -1.0
C -2.76052 0.51329 -4.77730 -1.6 0.4 0.5
H -3.07320 2.09674 -3.41493 0.2 0.0 0.0
H -2.98085 0.40151 -2.68714 -0.4 -0.1 0.2
H -2.63842 1.14566 -5.65134 -0.2 0.0 0.1
H -2.86505 -0.55485 -4.98113 0.4 0.2 0.2
Cl 0.35265 -2.20846 -3.16299 -0.1 -1.3 0.1
Cl 2.50124 0.94529 -4.00383 1.0 0.2 -0.2
N 0.26187 -1.95876 2.77166 0.7 -1.6 -0.6
P -2.43410 -0.49620 0.60770 1.8 0.2 -1.2
P 2.82960 0.08097 1.23996 0.5 0.8 2.2
C 3.12429 -1.02639 2.64859 0.7 0.0 -0.2
C 2.87968 1.79638 1.79580 0.6 -0.2 0.1
C -2.77779 -1.36192 2.18020 0.0 0.0 0.1
C -2.82640 1.28699 0.66855 -0.3 0.2 0.3
Si -1.58776 2.74384 1.12434 0.0 -0.3 0.5
H -3.71701 1.41486 1.31073 0.2 0.3 -0.2
H -3.15602 1.54365 -0.35644 0.1 -0.3 0.3
C -1.99639 3.16125 2.92847 -0.2 0.0 -0.1
C -2.35392 4.11850 0.03583 0.0 0.1 0.0
Si 1.61063 3.13199 1.16001 -2.1 0.4 -0.2
H 3.89159 2.18633 1.56966 -0.4 -0.2 -0.1
H 2.79671 1.79226 2.89944 -0.2 -0.4 -0.5
C 2.48784 3.76942 -0.39557 0.3 0.1 0.0
C 1.71432 4.53952 2.44212 0.6 -0.3 0.0
Si 1.91347 -2.35027 3.17738 -2.5 -1.1 -0.3
H 3.32849 -0.38049 3.51709 -0.4 0.1 -0.5
H 4.07776 -1.54934 2.44068 -0.3 0.2 -0.2
C 1.98717 -2.72780 4.99842 0.8 0.1 0.4
C 2.50343 -3.88304 2.24367 0.2 -0.1 0.1
Si -1.33487 -2.58803 2.44463 0.7 0.2 0.1
H -3.69331 -1.96868 2.05950 0.2 0.2 0.2
H -2.90937 -0.66067 3.02077 0.1 -0.3 -0.3
C 4.21568 -0.34121 0.09674 0.0 -0.1 -0.2
C 5.37191 0.43276 -0.05501 -0.3 0.1 -0.3
H 5.60058 1.21625 0.68072 -0.1 -0.2 -0.6
C 6.18836 0.20948 -1.17401 -0.1 -0.4 0.1
H 7.04421 0.85590 -1.35111 -0.1 -0.1 0.1
C 5.90798 -0.83544 -2.06875 0.0 0.1 0.4
H 6.53834 -1.00659 -2.94230 -0.1 0.2 0.3
C 4.84150 -1.70244 -1.81326 0.0 -0.1 0.2
H 4.62705 -2.56518 -2.45172 0.2 0.4 0.2
C 4.01661 -1.46898 -0.71892 -0.1 0.2 -0.1
H 3.17703 -2.14840 -0.52593 0.3 0.3 -0.1
C -3.72393 -1.13223 -0.53009 -0.4 -0.2 -0.2
C -3.35502 -1.98615 -1.59352 -0.6 0.2 0.2
H -2.30937 -2.26494 -1.74785 -0.3 0.1 0.2
C -4.32770 -2.46571 -2.47712 0.0 0.1 0.0
H -4.04138 -3.13067 -3.29244 0.0 0.1 0.2
C -5.66273 -2.08560 -2.33404 0.0 0.0 0.1
H -6.42459 -2.45053 -3.02937 0.3 0.1 0.2
C -6.02698 -1.23176 -1.29187 0.1 0.2 0.2
H -7.06381 -0.92597 -1.16412 0.1 -0.1 -0.1
C -5.06864 -0.75166 -0.39677 0.2 -0.4 -0.4
H -5.35084 -0.06493 0.40345 0.0 -0.2 -0.2
H 2.00199 -4.00327 1.27336 0.1 0.0 0.2
H 2.35428 -4.78758 2.85506 0.0 0.2 -0.3
H 3.58654 -3.77261 2.06807 -0.3 -0.3 0.0
H 2.30062 -1.85045 5.57926 -0.1 -0.2 0.0
H 2.72694 -3.52826 5.16080 -0.2 0.2 0.1
H 1.01668 -3.07035 5.38322 0.2 0.1 -0.3
C -1.04729 -3.64662 0.93070 -0.5 -0.5 -0.2
C -1.89385 -3.59286 3.90603 -0.2 -0.4 -0.1
H -0.30513 -3.21171 0.24671 -0.2 0.0 0.2
H -1.98624 -3.79459 0.37805 0.2 -0.1 0.0
H -0.68756 -4.63234 1.26742 -0.1 0.2 -0.2
H -1.77449 -3.03558 4.84386 0.0 -0.1 -0.2
H -1.34407 -4.54160 3.96211 -0.1 0.1 0.2
H -2.96019 -3.80685 3.74595 0.2 -0.1 0.3
H -3.04778 3.72271 -0.72243 0.1 0.2 0.2
H -1.55252 4.66856 -0.47784 -0.2 0.0 0.1
H -2.91250 4.83146 0.66133 0.1 -0.1 -0.2
H -1.38129 2.55770 3.61159 -0.2 0.1 -0.2
H -3.06040 2.96212 3.12908 0.2 0.1 0.1
H -1.79748 4.22571 3.12711 0.0 -0.2 0.0
H 3.58010 3.62929 -0.31804 -0.3 0.2 -0.1
H 2.29183 4.84517 -0.53795 0.0 -0.3 0.0
H 2.14720 3.23466 -1.29020 0.1 0.1 0.1
H 1.43449 4.20851 3.45160 0.0 0.0 -0.2
H 1.03681 5.35462 2.15678 0.1 -0.2 0.0
H 2.73509 4.94963 2.49036 -0.2 0.0 0.1
N 0.05223 2.60870 0.91439 1.3 -0.2 -0.6
Se 0.15414 -0.19612 3.20728 0.4 2.9 0.1
C 1.58519 -0.12174 -0.03845 -1.0 -0.1 -2.6
N 1.24340 -0.19133 -1.16204 0.7 0.0 3.0